Entry 1:
The following is a quantum chemistry calculation of C23H35N3O7S as an isolated structure in a non-equilibrium geometry, from the Open Molecules 2025 dataset.

Properties
LUMO energy: -0.53 eV
Max |F|: 0.288 hartree/bohr
Gap between HOMO and LUMO: 8.39 eV
HOMO level: -8.92 eV
Energy above the lowest of the compared OMol25 structures with the same formula, charge and spin: 500.36 kcal per mole

Geometry as ORCA input:
```
! wB97M-V def2-TZVPD RIJCOSX def2/J DEFGRID3
* xyz 0 1
C -1.07 -0.26 2.17
C -1.45 -0.98 0.83
H -1.65 -1.93 1.02
O -2.76 -0.38 0.36
C -3.63 -1.32 -0.56
O -4.06 -2.45 0.23
C -5.16 -2.44 1.28
C -4.73 -1.66 2.33
H -5.62 -1.69 3.02
H -3.84 -2.27 2.90
H -4.47 -0.44 2.33
H -6.03 -1.68 0.56
H -5.33 -3.55 1.14
C -3.01 -1.38 -1.75
N -2.68 -0.26 -2.58
C -1.47 0.18 -2.32
O -0.39 -0.63 -2.19
C -1.37 1.68 -2.57
N -1.57 2.46 -1.45
C -3.01 2.60 -0.98
O -3.92 2.29 -1.97
C -3.39 3.17 0.46
H -4.18 3.80 0.34
O -2.31 3.92 1.03
C -1.00 3.52 0.47
C 0.06 3.66 1.65
C 1.26 2.92 1.53
C 1.57 2.45 0.43
C 0.51 1.98 -0.40
C -0.65 2.52 -0.33
H 0.87 1.46 -1.37
S 3.15 1.57 0.17
O 4.02 2.58 -0.41
O 3.59 1.09 1.59
N 2.85 0.23 -0.68
C 2.34 -0.65 0.01
H 1.73 -0.46 0.63
C 3.36 -1.81 0.74
C 2.68 -3.02 1.09
H 1.95 -2.66 2.01
H 3.54 -3.84 1.59
H 1.95 -3.50 0.57
C 4.18 -2.25 -0.66
H 5.02 -3.01 -0.31
C 4.80 -0.91 -1.43
C 6.08 -0.34 -0.46
H 6.51 0.41 -0.95
H 6.80 -1.13 -0.06
H 5.46 0.27 0.30
C 3.66 0.06 -1.72
H 4.23 0.99 -2.15
H 3.22 -0.40 -2.63
H 5.61 -1.24 -2.37
H 3.76 -2.83 -1.34
H 4.06 -1.39 1.36
H 1.67 -1.24 -0.54
H 1.99 3.24 2.20
H -0.37 4.28 2.54
H -3.42 2.29 0.95
H -0.19 2.04 -2.67
H -2.01 1.99 -3.48
H -3.36 0.44 -2.45
H -2.09 -2.08 -1.73
H -3.92 -2.05 -2.27
H -4.52 -0.62 -0.52
H -0.80 -0.98 0.08
H -0.20 -0.83 2.50
H -0.85 0.91 2.00
H -2.01 -0.39 2.94
*
```

=====

Entry 2:
The following is a quantum chemistry calculation of a 3-piece molecular cluster, C17H17F5N3O5 overall in a non-equilibrium geometry, from the Open Molecules 2025 dataset.

Properties
LUMO energy: 1.29 eV
Max |F|: 0.106 hartree/bohr
Gap between HOMO and LUMO: 4.25 eV
HOMO level: -2.96 eV

Geometry as ORCA input:
```
! wB97M-V def2-TZVPD RIJCOSX def2/J DEFGRID3
* xyz -1 1
C 1.05 -1.79 2.79
C 0.26 -1.11 1.53
O 1.30 -0.55 0.60
C -0.57 0.19 2.11
N -1.84 -0.14 2.86
C -2.78 -1.01 2.06
F -2.48 -2.44 2.42
F -2.75 -0.76 0.59
C -4.34 -0.67 2.53
F -5.15 -1.89 2.22
F -4.28 -0.35 3.97
F -4.75 0.49 1.67
H 1.38 -2.91 2.53
H 2.00 -1.10 3.00
H 0.42 -1.74 3.80
H -0.38 -1.85 0.88
H 1.15 -0.94 -0.31
H -0.72 0.95 1.21
H 0.18 0.73 2.87
C 3.98 -4.54 -4.11
C 4.36 -4.76 -2.78
C 3.46 -4.48 -1.75
C 2.18 -3.99 -2.06
C 1.81 -3.77 -3.40
C 2.71 -4.05 -4.42
N 1.22 -3.72 -0.98
O 1.60 -3.91 0.18
O 0.09 -3.32 -1.30
H 4.68 -4.77 -4.91
H 5.35 -5.14 -2.55
H 3.76 -4.65 -0.72
H 0.82 -3.39 -3.65
H 2.43 -3.89 -5.46
C -2.43 6.75 0.27
C -2.66 5.44 0.71
C -1.74 4.44 0.44
C -0.57 4.74 -0.28
C -0.34 6.05 -0.73
C -1.27 7.05 -0.45
N 0.42 3.69 -0.54
O 0.16 2.55 -0.14
O 1.45 4.01 -1.15
H -3.15 7.53 0.49
H -3.57 5.22 1.27
H -1.93 3.42 0.79
H 0.56 6.30 -1.29
H -1.10 8.07 -0.79
*
```

=====

Entry 3:
The following is a quantum chemistry calculation of a 7-piece molecular cluster, C30H53N8O6 overall in a non-equilibrium geometry, from the Open Molecules 2025 dataset.

Properties
LUMO energy: -2.72 eV
Max |F|: 0.042 hartree/bohr
Gap between HOMO and LUMO: 5.98 eV
HOMO level: -8.69 eV

Geometry as ORCA input:
```
! wB97M-V def2-TZVPD RIJCOSX def2/J DEFGRID3
* xyz 1 1
C -2.91 -2.23 -1.26
C -4.41 -2.28 -1.52
N -4.68 -1.55 -2.75
C -5.11 -0.25 -2.84
C -5.29 0.04 -4.15
N -4.88 -1.07 -4.86
C -4.52 -2.01 -3.98
C -4.64 -1.20 -6.28
H -2.64 -2.53 -0.24
H -2.51 -1.23 -1.36
H -2.46 -2.97 -1.92
H -4.99 -1.88 -0.68
H -4.83 -3.29 -1.60
H -5.27 0.41 -2.00
H -5.53 0.99 -4.60
H -4.09 -2.97 -4.20
H -5.16 -0.45 -6.87
H -5.05 -2.14 -6.66
H -3.57 -1.27 -6.44
C 7.60 -1.31 5.87
C 6.93 -0.06 5.26
N 5.49 -0.21 5.11
C 4.67 -0.43 6.18
C 3.43 -0.60 5.65
N 3.50 -0.48 4.30
C 4.80 -0.29 3.97
C 2.40 -0.60 3.33
H 8.67 -1.29 5.69
H 7.30 -2.22 5.35
H 7.36 -1.41 6.93
H 7.40 0.22 4.32
H 7.12 0.73 5.98
H 5.01 -0.31 7.19
H 2.49 -0.73 6.16
H 5.27 -0.16 3.02
H 1.44 -0.44 3.81
H 2.38 -1.58 2.86
H 2.60 0.10 2.53
C 0.51 2.75 4.84
C -0.59 2.21 3.94
N -1.08 3.20 2.98
C -2.38 3.60 2.77
C -2.37 4.37 1.66
N -1.09 4.36 1.15
C -0.32 3.68 1.99
C -0.78 4.75 -0.23
H 1.48 2.91 4.36
H 0.75 1.98 5.58
H 0.23 3.68 5.32
H -1.43 1.83 4.52
H -0.30 1.31 3.38
H -3.18 3.23 3.39
H -3.20 4.75 1.07
H 0.71 3.41 1.80
H 0.05 4.09 -0.50
H -0.60 5.82 -0.33
H -1.65 4.47 -0.83
C 0.61 -2.67 -0.30
C 2.13 -2.40 -0.31
N 2.66 -2.63 -1.64
C 3.87 -3.30 -1.79
C 4.05 -3.48 -3.11
N 3.04 -2.85 -3.76
C 2.13 -2.41 -2.85
C 2.83 -2.85 -5.21
H 0.23 -2.80 0.71
H 0.35 -3.49 -0.96
H 0.05 -1.83 -0.72
H 2.61 -3.08 0.39
H 2.24 -1.38 0.06
H 4.47 -3.50 -0.92
H 4.79 -3.99 -3.70
H 1.18 -1.98 -3.15
H 2.05 -3.56 -5.50
H 3.72 -3.06 -5.80
H 2.42 -1.86 -5.43
C -1.16 0.97 -0.18
C 0.15 0.90 0.60
O 0.17 0.08 1.55
O 1.05 1.76 0.38
H -1.93 1.38 0.48
H -1.38 -0.04 -0.55
H -1.17 1.56 -1.10
C -1.44 0.74 -4.34
C -0.63 -0.52 -4.64
O -1.13 -1.66 -4.38
O 0.52 -0.37 -5.11
H -0.99 1.63 -4.79
H -1.61 0.86 -3.27
H -2.42 0.60 -4.81
C -4.31 2.13 0.15
C -4.83 3.11 -0.89
O -5.72 2.69 -1.66
O -4.29 4.25 -0.88
H -3.30 2.34 0.49
H -4.18 1.15 -0.33
H -4.93 2.12 1.05
*
```

=====

Entry 4:
The following is a quantum chemistry calculation of C20H27N3O4S as an isolated structure in a non-equilibrium geometry, from the Open Molecules 2025 dataset.

Properties
LUMO energy: 0.25 eV
Max |F|: 0.382 hartree/bohr
Gap between HOMO and LUMO: 7.98 eV
HOMO level: -7.73 eV
Energy above the lowest of the compared OMol25 structures with the same formula, charge and spin: 419.01 kcal per mole

Geometry as ORCA input:
```
! wB97M-V def2-TZVPD RIJCOSX def2/J DEFGRID3
* xyz 0 1
C -2.39 -1.29 -2.92
C -2.78 -1.08 -1.61
C -1.88 -0.69 -0.62
C -2.43 -0.61 0.68
C -3.82 -0.85 0.84
C -4.81 -1.05 0.03
C -4.38 -1.28 -1.15
H -5.02 -1.36 -2.22
C -6.27 -1.05 0.19
H -6.77 -0.55 -0.44
H -6.50 -0.53 1.31
H -6.64 -2.02 0.10
H -4.17 -0.70 1.89
N -1.57 -0.15 1.75
S 0.06 -0.31 1.46
O 0.46 -0.04 3.05
O 0.56 -1.68 1.04
C 0.40 1.01 0.62
C 0.15 2.47 0.71
N 0.39 3.15 -0.18
C 1.00 2.30 -1.31
C 0.97 1.12 -0.56
C 1.59 -0.09 -1.33
O 0.92 -0.66 -2.14
N 2.76 -0.52 -1.18
C 3.66 -0.10 0.11
H 3.14 0.61 0.49
C 3.77 -0.97 1.23
H 4.37 -0.81 2.11
O 4.26 -2.40 0.86
C 3.36 -2.80 -0.23
H 3.73 -3.90 -0.59
C 3.27 -1.94 -1.37
H 2.51 -2.49 -2.14
H 4.19 -1.92 -1.85
H 2.39 -2.84 0.29
H 2.78 -1.27 1.58
H 4.57 0.12 -0.03
C 1.57 2.87 -2.48
H 0.68 3.43 -2.99
H 2.46 3.48 -2.17
H 1.84 2.07 -2.84
C 0.10 4.47 -0.45
H -0.35 4.55 -1.41
H 1.05 5.12 -0.56
H -0.26 4.83 0.31
C -0.57 2.78 2.02
H -1.57 2.94 1.81
H -0.15 3.91 2.23
H -0.71 2.21 2.82
H -1.90 -0.21 2.61
H -0.96 -0.70 -0.86
H -2.50 -2.23 -3.44
H -2.84 -0.66 -3.59
H -1.24 -1.23 -2.93
*
```

=====

Entry 5:
The following is a quantum chemistry calculation of a 7-piece molecular cluster, C17H49BNO9P overall, from the Open Molecules 2025 dataset.

Properties
LUMO energy: 0.58 eV
Max |F|: 0.015 hartree/bohr
SMILES string: CCOB(O)PCCC(N)=O.CCO.CCO.CCO.CCO.CCO.CCO
Gap between HOMO and LUMO: 8.83 eV
HOMO level: -8.25 eV

Geometry as ORCA input:
```
! wB97M-V def2-TZVPD RIJCOSX def2/J DEFGRID3
* xyz 0 1
C 3.59 3.02 0.36
C 2.55 1.93 0.60
O 1.23 2.35 0.21
B 0.84 2.28 -1.08
O 1.73 1.87 -2.08
P -0.93 2.88 -1.53
C -2.15 1.93 -0.54
C -3.60 2.46 -0.72
C -3.90 3.63 0.18
N -3.42 4.90 -0.27
O -4.54 3.51 1.20
H 4.43 2.91 1.06
H 3.15 4.01 0.45
H 3.99 2.93 -0.66
H 2.82 1.01 0.08
H 2.48 1.70 1.67
H 1.90 2.56 -2.73
H -1.11 2.32 -2.81
H -2.16 0.87 -0.82
H -1.91 1.99 0.53
H -4.29 1.66 -0.45
H -3.77 2.75 -1.76
H -4.03 5.60 0.14
H -2.48 5.08 0.09
C -3.66 -2.48 -1.35
C -3.05 -2.02 -2.65
O -2.34 -0.79 -2.50
H -4.35 -1.74 -0.96
H -4.20 -3.42 -1.46
H -2.86 -2.63 -0.62
H -3.81 -1.85 -3.41
H -2.36 -2.78 -3.02
H -1.65 -0.94 -1.84
C -0.08 -0.37 1.64
C -0.12 -1.83 1.26
O -0.41 -2.02 -0.12
H -1.04 0.10 1.42
H 0.14 -0.23 2.70
H 0.68 0.15 1.06
H -0.91 -2.35 1.81
H 0.83 -2.32 1.50
H 0.31 -1.62 -0.63
C 0.32 -3.13 -3.42
C 1.03 -1.82 -3.16
O 1.83 -1.85 -1.98
H -0.28 -3.40 -2.54
H -0.35 -3.04 -4.28
H 1.02 -3.95 -3.62
H 0.30 -1.02 -2.98
H 1.63 -1.52 -4.02
H 2.50 -2.54 -2.08
C -7.93 -3.54 1.78
C -6.61 -3.44 1.05
O -6.76 -3.45 -0.37
H -8.46 -4.44 1.48
H -7.78 -3.56 2.86
H -8.57 -2.68 1.54
H -5.98 -4.30 1.28
H -6.07 -2.54 1.36
H -7.30 -2.69 -0.62
C 3.25 -3.92 2.95
C 3.81 -3.40 1.64
O 4.46 -2.14 1.79
H 2.55 -3.19 3.37
H 2.73 -4.86 2.81
H 4.04 -4.07 3.68
H 3.01 -3.24 0.92
H 4.51 -4.13 1.21
H 5.19 -2.24 2.41
C 7.59 5.50 0.87
C 6.27 5.29 1.58
O 6.27 4.10 2.38
H 7.83 4.64 0.24
H 7.56 6.39 0.24
H 8.40 5.63 1.59
H 5.47 5.15 0.86
H 6.02 6.15 2.20
H 6.96 4.19 3.04
*
```

=====

Entry 6:
The following is a quantum chemistry calculation of a 2-piece molecular cluster, C5H7NO overall in a non-equilibrium geometry, from the Open Molecules 2025 dataset.

Properties
LUMO energy: 0.17 eV
Max |F|: 0.024 hartree/bohr
SMILES string: C=C(C)C#N.C=O
Gap between HOMO and LUMO: 10.10 eV
HOMO level: -9.93 eV
Energy above the lowest of the compared OMol25 structures with the same formula, charge and spin: 60.33 kcal per mole

Geometry as ORCA input:
```
! wB97M-V def2-TZVPD RIJCOSX def2/J DEFGRID3
* xyz 0 1
C 0.71 1.90 -0.70
C -0.29 0.62 1.04
C -0.07 0.68 -0.27
C 0.08 -2.65 0.59
O -0.68 -2.34 1.47
C -0.88 -0.05 -1.22
N -1.52 -0.62 -2.01
H 1.79 1.82 -0.58
H 0.35 2.72 -0.07
H 0.43 2.13 -1.72
H 0.42 1.13 1.68
H -1.20 0.25 1.46
H -0.28 -2.93 -0.42
H 1.18 -2.64 0.74
*
```

=====

Entry 7:
The following is a quantum chemistry calculation of a 9-piece molecular cluster, C5H29NO10 overall in a non-equilibrium geometry, from the Open Molecules 2025 dataset.

Properties
LUMO energy: 0.23 eV
Max |F|: 0.051 hartree/bohr
SMILES string: OCCCCNCO.O.O.O.O.O.O.O.O
Gap between HOMO and LUMO: 9.56 eV
HOMO level: -9.33 eV
Energy above the lowest of the compared OMol25 structures with the same formula, charge and spin: 101.31 kcal per mole

Geometry as ORCA input:
```
! wB97M-V def2-TZVPD RIJCOSX def2/J DEFGRID3
* xyz 0 1
C -0.41 -1.13 0.13
N 1.02 -1.51 0.13
C 1.58 -2.54 -0.68
O 1.86 -1.95 -1.97
C -1.13 -1.72 1.34
C -1.54 -0.54 2.27
C -2.60 0.35 1.65
O -3.85 -0.38 1.39
H -0.40 -0.04 0.18
H -0.89 -1.32 -0.83
H 1.61 -0.70 0.28
H 0.75 -3.23 -0.83
H 2.43 -2.99 -0.16
H 2.12 -2.60 -2.63
H -0.55 -2.38 1.97
H -2.08 -2.16 0.99
H -0.63 -0.20 2.81
H -1.94 -1.03 3.18
H -2.23 0.78 0.72
H -3.03 1.11 2.27
H -3.83 -1.26 1.78
H 0.99 4.00 -1.83
H 2.19 3.07 -1.56
O 1.36 3.37 -1.21
H 0.29 -0.74 -3.20
H -0.03 -1.74 -4.37
O -0.37 -1.28 -3.64
H -2.98 -0.56 -2.37
H -3.41 -0.27 -0.87
O -2.71 -0.22 -1.51
H -0.64 2.78 -1.25
H -1.69 2.01 -2.14
O -1.11 2.78 -2.09
H 0.32 3.47 1.82
H -1.06 3.95 1.60
O -0.59 3.14 1.83
H 3.28 2.76 0.76
H 2.39 1.38 0.86
O 2.51 2.30 1.08
H 1.55 -1.96 2.18
H 2.75 -2.20 3.08
O 1.80 -2.37 3.02
H 3.07 -0.16 -1.62
H 2.51 1.20 -1.24
O 3.34 0.72 -1.35
*
```

=====

Entry 8:
The following is a quantum chemistry calculation of a 2-piece molecular cluster, C4H7FN2O overall in a non-equilibrium geometry, from the Open Molecules 2025 dataset.

Properties
LUMO energy: 0.55 eV
Max |F|: 0.068 hartree/bohr
SMILES string: CN(F)C=C=N.C=O
Gap between HOMO and LUMO: 8.82 eV
HOMO level: -8.27 eV
Energy above the lowest of the compared OMol25 structures with the same formula, charge and spin: 132.38 kcal per mole

Geometry as ORCA input:
```
! wB97M-V def2-TZVPD RIJCOSX def2/J DEFGRID3
* xyz 0 1
C -1.97 -0.34 -0.68
C 1.14 0.66 -0.68
C 0.48 -2.40 1.58
C -1.18 0.24 0.18
N -3.00 -0.57 -1.22
N -0.10 1.15 -0.18
O -0.02 -2.15 0.55
F -0.62 2.02 -1.15
H 1.11 0.14 -1.60
H 1.73 1.50 -0.95
H 1.66 0.09 0.13
H -3.07 -1.38 -1.83
H 1.30 -1.84 1.96
H 0.09 -3.23 2.20
H -1.21 -0.19 1.18
*
```